Molecular formula: C46H40AsInN8OS
Method: DFT, the ωB97M-V functional and the def2-TZVPD basis

Computed properties:
Energy ... -139158.1023 eV
HOMO-LUMO gap ... 6.34 eV
ΔE to the lowest compared entry with this formula, charge and spin ... 0.4038 eV
Lowest unoccupied orbital energy ... -5.32 eV
HOMO ... -11.7 eV

ORCA input file:
```
! wB97M-V def2-TZVPD RIJCOSX def2/J DEFGRID3
* xyz 2 1
H -3.2759 -0.2129 -3.9742
C -5.8375 -1.1330 -2.1651
H 5.6493 -0.8074 7.9015
C -1.5917 -0.7097 2.7856
H 2.6977 4.9808 -1.5292
H 8.5920 -0.7833 4.7868
C 7.2415 -0.7983 6.4435
C 2.1375 -0.7997 2.5908
C -1.8561 -0.7173 1.4166
H -1.5420 -6.1694 0.0679
C -0.9854 -4.1845 -1.7328
C -0.7392 -6.3126 -0.6522
H 8.9951 -0.8094 9.1673
H -4.9353 2.2367 1.6516
C 6.5421 -0.7890 4.1440
H -0.7291 -7.3516 -0.9579
H 4.8088 -0.7713 -0.4928
C -0.3399 5.7993 -0.2644
H -1.6660 4.7856 -5.9519
C 0.9618 3.7270 -1.5833
H 4.0675 -0.7527 -2.8892
C -1.5160 3.5268 -4.2247
H -2.1626 -5.8170 -3.5785
N -4.1853 -0.0807 -3.5467
C 4.9045 -0.8025 5.8960
C -5.4018 3.1694 -1.5740
H -2.6613 1.8243 0.7766
H -6.6150 -0.7237 -2.7983
H 1.5392 6.8280 -0.3593
S -0.9505 -0.5679 -4.2141
C -4.4926 -0.8445 -2.4717
H -1.1030 -7.1488 -3.1098
C 5.1984 -0.7960 4.5377
H -2.0864 4.5550 -0.3216
C 3.3539 -0.7682 -2.0762
C -0.3857 3.6155 -1.2493
N 1.0670 -0.7937 -1.4075
C -3.8218 -2.1702 -0.6884
N -0.9532 -5.4841 -1.8578
C -3.1450 2.4080 -1.2332
C 4.1569 -0.7975 3.5101
H -2.8720 -0.6464 1.0592
H -1.0652 0.6045 -6.6748
H 0.2151 -6.0780 -0.1862
C 2.7964 -0.7964 0.2514
C -0.2907 -0.7526 3.2105
H -6.1639 3.5788 -2.2284
H -3.8958 3.1499 -3.1037
H -1.6165 4.3522 -3.5316
C -1.1994 1.4280 -5.9833
In -1.2093 -0.7575 -1.7827
N -3.4955 -1.3066 -1.6878
C 1.0003 5.9210 -0.6054
C -4.1254 2.9273 -2.0704
H -7.1699 -2.1785 -0.8814
H -0.4180 -5.7284 -3.9014
C -3.4420 2.1647 0.1084
C 8.0266 -0.8076 8.6836
C 0.4090 -0.7963 0.9048
N 4.3662 -0.8007 2.2072
H -1.3736 2.8886 -7.5356
N -1.0073 -3.0307 -1.6475
C 7.5480 -0.7897 5.0796
O 8.2871 -0.8002 7.2810
H -2.9868 -2.6100 -0.1631
C -1.1885 1.1645 -4.6106
H 7.4747 -1.7018 8.9740
C 3.7610 -0.7798 -0.7686
C -1.0423 4.6425 -0.5837
C 1.4463 -0.8023 -0.1081
C -5.0991 -2.5100 -0.3568
C -1.3729 2.7147 -6.4657
N 2.8132 -0.7962 3.7880
H 7.4733 0.0827 8.9835
C 1.6519 4.8847 -1.2633
H 1.4663 2.9222 -2.1023
C -1.5355 3.7754 -5.5834
H -6.6991 3.0941 0.1361
C 5.9095 -0.8034 6.8517
C -1.3539 2.2303 -3.7219
H 3.8763 -0.8054 6.2469
H 6.7757 -0.7818 3.0864
As -1.3304 2.0249 -1.8010
H -2.4145 -0.6643 3.4878
C 1.9844 -0.7748 -2.3589
C -1.1751 -6.0718 -3.2006
H -5.2921 -3.1962 0.4568
C -5.7010 2.9015 -0.2441
H -0.8477 6.6074 0.2476
H -4.9332 0.1481 -4.1782
C -6.1371 -1.9465 -1.1097
N -0.8910 -0.7756 0.5040
C -4.7162 2.4100 0.6040
C 0.7524 -0.7873 2.2720
H 2.4139 -0.7913 4.7103
C 3.1264 -0.8014 1.6415
H -0.0654 -0.7459 4.2706
H 1.6175 -0.7624 -3.3784
*
```

Atomic partial charges in e from the Mulliken method, atoms 1 to 4: number 1, H, carries -0.02; number 2, C, carries -0.85; number 3, H, carries 0.42; number 4, C, carries -1.74


Molecular formula: C47H103N9O19
Method: DFT, the ωB97M-V functional and the def2-TZVPD basis

Computed properties:
Energy ... -102724.7519 eV
HOMO-LUMO gap ... 8.61 eV
Lowest unoccupied orbital energy ... 0.02 eV
HOMO ... -8.6 eV

ORCA input file:
```
! wB97M-V def2-TZVPD RIJCOSX def2/J DEFGRID3
* xyz 0 1
H 17.8563 -7.2629 -9.6199
H 16.6895 -5.8946 -18.7579
H 20.0845 0.4479 -21.4494
H 16.7446 0.5570 -15.5735
H 17.1696 -9.4666 -13.4380
O 24.0543 -2.3264 -13.6265
C 22.5661 -6.4536 -16.5172
H 17.2012 -5.9543 -12.4657
C 23.9273 -0.8419 -19.1214
H 15.7732 -5.5118 -13.3664
H 18.7088 -4.8144 -15.9857
C 14.9000 -0.9346 -11.9703
H 23.9818 -4.0761 -18.1220
H 23.4764 -1.5893 -11.8742
H 16.8053 -5.1374 -10.5610
C 18.5058 -1.0410 -13.7692
C 17.4636 -6.6316 -18.4795
H 21.6522 1.6504 -17.4558
H 20.0499 -3.7068 -16.2883
H 24.8576 -0.7538 -19.6763
H 17.7793 -1.5598 -13.1419
H 17.0420 -5.2992 -8.7956
O 18.2203 -3.9283 -9.6801
C 19.0544 -1.9078 -10.5223
C 16.2785 -3.2355 -22.0394
C 14.1060 -5.7642 -16.5932
H 17.0176 -3.7915 -22.6163
C 15.0613 -7.9957 -13.4568
H 15.5539 -5.6231 -22.8812
C 23.6234 -9.4109 -14.6801
H 23.7556 -7.3351 -14.2933
C 15.8371 -0.0487 -15.4897
C 16.6644 -6.1378 -13.4002
H 16.8226 -2.6589 -21.2895
C 16.7604 -7.6413 -20.5781
C 18.3353 4.3235 -15.1096
H 13.6472 -3.7073 -13.1098
O 18.2675 -3.7081 -11.9083
H 25.1302 -3.7537 -15.7065
C 18.8757 -1.7502 -15.0279
C 22.4826 -2.1154 -17.5875
C 14.5230 -3.0573 -13.1489
H 15.8089 1.7985 -17.5344
H 15.2221 -3.4535 -12.4156
H 12.7612 -0.1862 -13.2232
O 14.6523 -2.1896 -16.9094
H 17.2639 -8.0861 -21.4337
C 18.9639 -3.7781 -16.2036
C 20.8422 -6.8725 -13.1729
H 14.5876 1.9908 -16.3569
H 17.2823 -3.6297 -17.6185
H 15.2565 0.4842 -14.7265
H 14.9674 -3.1125 -14.1442
H 18.8859 1.6846 -21.7016
H 20.4414 2.2050 -21.0614
N 15.0515 0.0288 -16.7021
H 18.0263 -8.3512 -14.4290
H 22.3796 -4.1480 -13.9716
O 18.0240 -6.6241 -17.3972
N 16.3372 -7.5419 -13.4470
H 20.9986 -7.2403 -17.6563
H 24.3501 -9.7217 -13.9298
H 12.2640 -1.9177 -13.4966
O 22.6509 -7.6778 -15.9915
O 15.7716 -1.4042 -11.2524
H 20.7689 0.6283 -16.2898
H 14.1073 1.4947 -18.0015
H 18.9579 5.2090 -15.2039
H 24.2572 -0.3428 -12.9116
H 12.7566 -7.9759 -17.2417
H 17.2886 -5.7457 -14.2073
H 18.2431 -9.5399 -19.4414
O 14.7970 -9.1779 -13.3395
H 22.8169 -5.0411 -11.3378
H 22.4548 -2.9814 -16.9257
C 21.4540 -4.5224 -13.5320
C 12.1215 -7.2282 -16.7559
H 23.7681 -10.1114 -15.5046
C 18.3588 -3.4528 -17.5752
H 22.4291 3.0435 -15.4162
H 12.0786 -7.5182 -15.7048
H 22.6378 -9.4908 -14.2215
N 12.6955 -5.9038 -16.8873
C 24.3333 -3.2300 -18.7357
C 18.4830 -6.3788 -9.7297
H 19.4595 -8.4117 -20.0986
C 18.7739 2.3496 -19.0112
C 14.5992 -1.0608 -17.3583
O 19.5869 -1.2103 -15.8445
O 19.0249 2.1548 -14.3675
C 25.6907 -3.5696 -14.7881
H 17.7959 4.3868 -14.1664
H 17.8421 2.7786 -19.3928
C 23.5803 -1.1949 -12.8876
H 20.0966 -6.6545 -13.9585
C 14.8493 1.3702 -17.2207
H 22.9617 -6.7959 -11.5225
N 15.3618 -4.1468 -21.3965
H 26.7194 -3.5724 -15.1457
H 14.0480 -4.6888 -22.8884
H 21.5816 -2.0797 -18.2071
H 25.6088 -4.4268 -14.1202
C 21.5069 2.4697 -15.4159
H 23.1136 -0.7035 -19.8387
H 14.2532 -5.9294 -21.6671
N 23.6321 -2.1075 -18.4697
H 21.3730 -5.4631 -17.9775
H 18.2353 -8.1986 -12.7337
O 13.9076 -4.5563 -19.7088
N 14.1756 -1.6836 -12.8154
H 19.3691 -1.0292 -13.1025
H 22.1515 -0.5675 -14.4788
H 20.6200 -4.5147 -14.2300
H 15.8089 -8.1180 -20.3343
H 14.5435 -4.8879 -17.0666
H 16.0735 -1.0707 -15.2174
C 18.7027 -8.5565 -19.3234
H 14.5854 0.1200 -12.0147
C 18.4877 -3.2629 -10.8089
H 19.0837 -6.3682 -10.6447
C 21.5850 1.3427 -16.4096
H 19.1901 -6.3555 -8.9023
C 22.8224 -5.8631 -12.0594
H 14.6535 -6.6235 -16.9877
H 15.3852 -3.1621 -19.6027
C 14.7859 -5.1832 -22.2484
H 21.1892 -3.7491 -12.8020
C 19.2605 3.1267 -15.0260
H 17.5967 4.1973 -15.8984
H 18.2259 -0.0045 -13.9225
H 22.5302 -1.2367 -16.9417
C 17.5410 -5.1776 -9.7628
H 21.8128 0.0451 -12.8198
H 20.0775 -1.8015 -10.8907
H 21.4790 -1.5483 -13.1889
H 15.7528 -2.5404 -22.7004
C 19.7184 1.3900 -21.0543
H 19.0620 -1.7326 -9.4493
H 19.2203 -8.5233 -18.3709
O 20.7678 -7.8629 -12.4707
H 18.5006 -1.1158 -11.0196
H 20.5996 -5.9593 -16.4595
H 12.4158 -3.8897 -17.2066
O 18.4281 -3.0075 -15.1359
H 18.9133 -0.0451 -18.1135
H 24.0003 -0.0292 -18.3968
H 18.5099 -2.3999 -17.8156
H 13.2083 -1.1400 -14.6686
H 16.4732 -6.6453 -20.9226
C 23.7796 -7.9875 -15.1711
C 11.9169 -4.8676 -17.2561
H 19.4908 3.1745 -19.0270
H 18.5844 2.1764 -17.9485
N 17.6559 -7.5622 -19.4406
H 14.2080 -5.7483 -15.5053
C 17.4749 -8.4261 -13.4830
C 22.2235 -0.7768 -13.4139
C 21.2745 -6.2706 -17.2577
C 14.8457 -3.9421 -20.1659
O 23.3494 -5.5656 -16.2716
O 26.0874 -1.4058 -13.9115
C 19.3201 -0.0612 -19.1376
H 24.6950 -7.7800 -15.7240
H 23.6813 -5.6507 -12.7082
H 18.8523 -3.9893 -18.3855
N 19.2364 1.1760 -19.6948
H 21.2966 1.9954 -14.4549
O 20.3974 3.3453 -15.6850
H 14.1769 -0.7709 -18.3337
O 25.2295 -3.2806 -19.5654
O 19.7978 -1.0276 -19.6899
C 13.0573 -1.1686 -13.5828
C 25.3090 -2.2950 -14.0987
H 22.5174 0.8040 -16.2102
H 11.1670 -7.2840 -17.2684
O 10.7582 -4.9859 -17.6225
H 14.3456 -7.1871 -13.6494
N 21.6604 -5.8217 -12.9162
*
```

Atomic partial charges in e from the Mulliken method, atoms 1 to 4: number 1, H, carries 0.38; number 2, H, carries 0.16; number 3, H, carries 0.31; number 4, H, carries 0.17


Molecular formula: C6H6N2O2
Method: DFT, the ωB97M-V functional and the def2-TZVPD basis

Computed properties:
Energy ... -13390.1072 eV
HOMO-LUMO gap ... 8.71 eV
ΔE to the lowest compared entry with this formula, charge and spin ... 4.5195 eV
Lowest unoccupied orbital energy ... 0.15 eV
HOMO ... -8.6 eV

ORCA input file:
```
! wB97M-V def2-TZVPD RIJCOSX def2/J DEFGRID3
* xyz 0 1
H 0.0365 1.8760 1.0155
C 0.2651 -1.7431 -0.4206
C 0.8599 -0.4465 2.0781
H 0.6908 -2.6688 0.0626
C -0.3631 -1.4574 -1.6353
N -0.1107 0.3420 -0.4199
H -0.6186 -2.0779 -2.4160
O 1.2165 0.6622 2.4986
H -0.0915 -0.8957 2.4025
O -1.1684 3.6859 -1.0774
C -0.6260 2.7587 -0.5656
C -0.1963 1.7030 0.0305
C -0.6794 -0.1358 -1.5912
H 1.5514 -1.3199 2.1854
N 0.4272 -0.6229 0.2314
H -1.1933 0.3400 -2.3786
*
```

Atomic partial charges in e from the Mulliken method, atoms 1 to 4: number 1, H, carries 0.49; number 2, C, carries -0.04; number 3, C, carries -0.20; number 4, H, carries 0.36


Molecular formula: C2H3NOS
Method: DFT, the ωB97M-V functional and the def2-TZVPD basis

Computed properties:
Energy ... -16492.4938 eV
HOMO-LUMO gap (spin up / spin down) ... 7.09 / 7.09 eV
ΔE to the lowest compared entry with this formula, charge and spin ... 2.7045 eV
Lowest unoccupied orbital energy (spin up / spin down) ... -1.30 / -1.30 eV
HOMO (spin up / spin down) ... -8.4 / -8.4 eV

ORCA input file:
```
! wB97M-V def2-TZVPD RIJCOSX def2/J DEFGRID3
* xyz 0 1
O -2.9192 -1.1017 -0.6935
C -2.4008 -0.1072 -0.9116
C 1.2939 0.0439 0.1217
N 0.4431 1.0066 0.7244
H 0.7449 -0.9070 -0.0990
S -1.1147 0.8166 0.8807
H 2.1984 -0.1659 0.8441
H 1.7542 0.4147 -0.8667
*
```

Atomic partial charges in e from the Mulliken method, atoms 1 to 4: number 1, O, carries -0.17; number 2, C, carries 0.13; number 3, C, carries -0.53; number 4, N, carries -0.19


Molecular formula: C4H10ClPS
Method: DFT, the ωB97M-V functional and the def2-TZVPD basis

Computed properties:
Energy ... -36954.8236 eV
HOMO-LUMO gap ... 8.77 eV
ΔE to the lowest compared entry with this formula, charge and spin ... 1.8606 eV
Lowest unoccupied orbital energy ... 0.08 eV
HOMO ... -8.7 eV
SMILES ... CCCC=S.PCl

ORCA input file:
```
! wB97M-V def2-TZVPD RIJCOSX def2/J DEFGRID3
* xyz 0 1
C -1.1015 -1.2942 0.7710
H -2.4804 0.1513 -1.2656
Cl 4.3459 2.7179 -0.8728
S 1.3657 -2.0799 1.6155
H -0.3417 -0.7862 -1.3428
C -1.5420 0.6786 -0.7944
H -0.6779 -3.0680 2.0564
H 0.4411 0.0752 0.0503
H -1.9239 -1.9114 0.4602
H -1.1065 1.1799 -1.5479
P 2.3951 2.4813 -1.1162
C -0.1567 -2.2792 1.5047
H 2.5878 1.1410 -0.9656
H 2.2174 2.7976 0.2322
H -1.6644 -0.7137 1.4783
C -0.5137 -0.3949 -0.3502
H -1.8442 1.3048 0.0868
*
```

Atomic partial charges in e from the Mulliken method, atoms 1 to 4: number 1, C, carries -0.70; number 2, H, carries 0.27; number 3, Cl, carries -0.23; number 4, S, carries -0.29


Molecular formula: C48H43HfN8OS3Sb
Method: DFT, the ωB97M-V functional and the def2-TZVPD basis

Computed properties:
Energy ... -104784.2677 eV
HOMO-LUMO gap ... 6.95 eV
ΔE to the lowest compared entry with this formula, charge and spin ... 0.4351 eV
Lowest unoccupied orbital energy ... -5.86 eV
HOMO ... -12.8 eV

ORCA input file:
```
! wB97M-V def2-TZVPD RIJCOSX def2/J DEFGRID3
* xyz 2 1
N 2.3596 1.1732 -2.7526
C 2.9472 2.1867 -5.3051
H 3.7549 7.0853 1.4944
H -1.5940 5.8623 0.8202
H 3.8275 -0.8347 3.4661
C -0.6100 5.8512 1.2817
C -4.1742 0.0749 3.0775
H -2.7995 2.5225 -4.3405
H -0.0873 0.0186 3.2646
C 2.9488 -2.2247 -1.7214
H 3.0624 5.9655 -0.6302
H -0.9774 -0.9827 -6.0144
C 2.6697 0.3689 -3.7971
H 3.1399 2.5774 -6.2952
H -5.0528 -2.4553 0.4481
C 3.1371 -1.2385 2.7406
C 2.7418 -2.5480 2.7558
C 2.4817 2.5060 -2.9692
H 0.7364 -4.2283 -0.8665
O 1.5990 -1.6955 -1.9104
C -1.5396 -3.0273 3.6932
C -1.1777 2.6072 -2.2103
C -0.2660 -0.2858 -4.1240
C -3.7980 -0.0884 1.7483
H -0.2044 -2.5946 -2.3794
C 1.7946 -2.9524 1.8153
H 3.7732 3.3143 3.5535
H 3.0090 -3.9168 -0.3543
C 0.2119 -1.2701 4.9335
H -4.1390 0.4806 -0.3016
C -1.0942 -0.2416 -5.2365
N 2.9993 0.9621 2.0052
C 2.6260 3.0859 -0.7317
C 1.3391 -4.0451 -1.7570
C -2.1043 1.6950 -4.3048
H -6.0092 1.9935 0.2671
N -0.3254 2.5022 -1.2686
N 2.4825 1.8184 -0.1732
C -1.2351 1.5792 -3.2378
C 3.5931 6.0157 1.4709
H 0.6333 -2.3335 0.1537
Hf 0.9042 0.5549 -0.9526
C -2.2645 -4.3934 0.6460
C 3.7961 5.2738 2.6361
C 2.6861 3.0290 -4.2562
C 3.6117 3.8974 2.6574
Sb -2.2613 -1.4197 1.2975
H 4.1092 5.7860 3.5361
H -6.6884 2.2900 2.6208
C -5.8741 1.6213 2.3758
H -2.2375 -3.7165 3.2355
H -1.8328 3.4719 -2.2525
C -2.0476 0.7527 -5.3227
H 3.4950 -2.1030 -2.6584
H 3.1288 -3.2355 3.4961
C 2.9913 0.8120 -5.0521
C -4.9451 -4.5297 -0.0807
H -1.2500 -4.2879 5.3979
H 2.6936 4.1043 -4.3547
H 0.1593 6.0043 0.5297
H 0.8832 -0.5742 5.4201
C -4.4145 -3.3284 0.3718
C -0.2583 3.1771 0.8470
H -2.7172 0.8131 -6.1696
S -0.1436 1.5093 1.2959
C -1.2039 -1.8218 3.0742
H 1.1235 -2.8764 -3.5490
C 3.2009 3.3045 1.4788
H -4.5557 -6.5904 -0.5179
C 3.0034 4.0385 0.3236
C 2.8807 1.9089 1.1549
H -2.1767 -6.4717 0.1336
N -0.3326 3.5782 -0.3792
H -5.9891 -4.5867 -0.3577
C -2.7993 -5.5888 0.1939
H 1.2534 -4.9253 -2.3909
H -0.5477 6.6334 2.0359
H 1.3961 -3.9582 1.8025
H 3.5046 -4.2958 -1.9916
H -1.2197 -4.3496 0.9398
C -0.9834 -3.3539 4.9218
H 3.4379 -1.6314 -0.9529
C -5.4919 1.4558 1.0505
C 3.2030 5.4057 0.2846
C 2.6226 -0.3341 1.7919
C -4.4481 0.6013 0.7306
C 2.8003 -3.7148 -1.3998
H -5.5140 1.0709 4.4189
C -5.2169 0.9356 3.3878
H 3.2465 0.0999 -5.8236
C -3.0750 -3.2639 0.7379
N 2.4866 3.4373 -1.9604
S -0.3237 4.3035 2.1566
C -4.1395 -5.6547 -0.1694
C -0.1032 -2.4780 5.5403
C -0.3353 -0.9358 3.7043
H 2.6220 -0.6879 -3.6046
C 0.8551 -2.8068 -2.4899
N 1.7786 -0.7523 0.8084
S -1.3423 -0.7896 -0.7526
C 1.3642 -2.0452 0.8887
N -0.3396 0.5768 -3.1131
H 0.4899 -1.0451 -4.0521
H -3.6598 -0.4542 3.8717
H 0.3247 -2.7300 6.5016
*
```

Atomic partial charges in e from the Mulliken method, atoms 1 to 4: number 1, N, carries 0.41; number 2, C, carries -0.45; number 3, H, carries 0.46; number 4, H, carries 0.28